Molecular formula: C4H15NO3
Method: DFT, wB97M-V/def2-TZVPD

Last column: natural (NBO) charge in e.
Cartesian coordinates (Å):
C -2.408 -0.008 2.194  -0.592
C -1.593 -0.434 1.017  -0.413
C -1.023 0.763 0.047  -0.248
C -0.922 -0.361 -2.025  -0.026
N -0.282 0.313 -1.112  -0.462
H -2.188 -0.825 3.143  0.206
H -2.005 0.942 2.590  0.206
H -3.415 0.113 2.017  0.208
H -2.147 -1.119 0.388  0.197
H -0.730 -1.010 1.374  0.201
H -0.476 1.413 0.722  0.195
H -1.923 1.373 -0.334  0.192
H -1.930 -0.817 -1.950  0.153
H -0.512 -0.571 -3.016  0.187
H 1.845 -2.264 -1.374  0.464
H 0.576 -1.958 -0.708  0.468
O 1.019 -2.611 -1.262  -0.931
H 3.210 1.673 -0.998  0.462
H 2.226 0.862 -1.674  0.476
O 3.156 0.893 -1.599  -0.945
H 3.838 0.991 0.581  0.471
H 2.419 1.223 0.787  0.460
O 3.265 1.422 1.193  -0.927

The net charge is 0. The value obtained for the highest occupied orbital energy is -10.170 eV. As for the structure (SMILES): C=NCCC.O.O.O. The HOMO-LUMO gap is 0.3865 Ha. The lowest unoccupied orbital energy is 0.35 eV. As for the energy above the lowest of the compared OMol25 structures with the same formula, charge and spin: 223.4 kJ/mol. The value obtained for the max |F| is 5.1 eV/A.



Molecular formula: C4H15NO3
Method: DFT, wB97M-V/def2-TZVPD

Last column: natural (NBO) charge in e.
Cartesian coordinates (Å):
C -0.054 2.463 0.292  -0.065
O -0.464 2.631 1.637  -0.739
C 0.359 0.992 -0.021  -0.072
C -0.320 0.477 -1.323  -0.389
C 0.616 -0.519 -1.982  -0.633
N 0.146 0.087 1.078  -0.869
H -0.888 2.781 -0.352  0.146
H 0.747 3.175 0.067  0.161
H -0.389 1.752 2.041  0.484
H 1.428 1.097 -0.228  0.186
H -1.307 0.192 -0.961  0.160
H -0.539 1.299 -2.005  0.208
H 0.057 -1.216 -2.620  0.209
H 1.147 -1.249 -1.361  0.234
H 1.406 -0.023 -2.543  0.208
H 0.960 -0.446 1.330  0.396
H -0.726 -0.404 0.988  0.373
H -2.228 -1.136 -0.280  0.452
H -2.704 -2.310 -0.857  0.465
O -2.257 -2.077 -0.028  -0.918
H 2.863 -2.877 0.117  0.482
H 1.723 -3.274 1.199  0.486
O 1.944 -2.838 0.377  -0.964

The net charge is 0. The value obtained for the highest occupied orbital energy is -9.405 eV. As for the structure (SMILES): CC[C@H](N)CO.O.O. The HOMO-LUMO gap is 0.3665 Ha. The lowest unoccupied orbital energy is 0.57 eV. As for the energy above the lowest of the compared OMol25 structures with the same formula, charge and spin: 120.7 kJ/mol. The value obtained for the max |F| is 1.9 eV/A.



Molecular formula: C4H15NO3
Method: DFT, wB97M-V/def2-TZVPD

Last column: natural (NBO) charge in e.
Cartesian coordinates (Å):
C -1.181 -2.085 1.364  -0.646
C -1.168 -1.036 0.358  -0.130
C -1.222 -0.857 -0.979  -0.115
N -1.548 0.580 -1.397  -0.658
C -0.394 1.331 -1.072  -0.407
H -0.757 -1.776 2.302  0.226
H -2.232 -2.211 1.609  0.220
H -0.961 -3.120 0.991  0.201
H -1.299 -0.110 1.129  0.199
H -1.179 -1.484 -1.721  0.178
H -2.006 0.597 -2.368  0.374
H 0.525 1.017 -1.538  0.140
H -0.614 2.408 -1.251  0.194
H -0.135 1.058 0.025  0.203
H 1.305 -1.728 2.054  0.455
H 1.607 -1.307 0.805  0.484
O 1.054 -1.009 1.527  -0.921
H 3.280 0.249 -1.081  0.480
H 1.835 -0.196 -1.629  0.482
O 2.449 -0.094 -0.835  -0.961
H 0.975 3.493 -0.096  0.452
H 0.704 2.660 0.998  0.468
O 0.965 3.620 0.804  -0.918

The net charge is 0. The value obtained for the highest occupied orbital energy is -8.016 eV. As for the structure (SMILES): C/C=C/NC.O.O.O. The HOMO-LUMO gap is 0.3111 Ha. The lowest unoccupied orbital energy is 0.45 eV. As for the energy above the lowest of the compared OMol25 structures with the same formula, charge and spin: 411.8 kJ/mol. The value obtained for the max |F| is 7.6 eV/A.



Molecular formula: C4H15NO3
Method: DFT, wB97M-V/def2-TZVPD

Last column: natural (NBO) charge in e.
Cartesian coordinates (Å):
C -2.742 0.668 -1.220  -0.598
C -1.393 0.530 -0.349  -0.477
C -0.303 -0.244 -1.034  0.183
C -0.666 -1.421 -1.523  -0.539
N 0.962 0.311 -1.118  -0.816
H -2.451 0.598 -2.362  0.216
H -3.510 0.058 -0.921  0.199
H -3.134 1.680 -1.073  0.199
H -1.146 1.503 0.042  0.209
H -1.609 0.153 0.694  0.257
H -1.609 -1.874 -1.238  0.194
H 0.078 -2.154 -2.074  0.188
H 0.967 1.250 -1.166  0.368
H 1.879 -0.210 -1.365  0.407
H -1.326 -1.783 2.032  0.478
H -0.159 -1.277 2.987  0.485
O -0.695 -1.023 2.135  -0.957
H 1.874 -0.478 1.459  0.479
H 2.705 0.068 2.410  0.444
O 2.508 -0.778 2.032  -0.919
H 3.296 2.144 0.130  0.475
H 3.476 0.959 1.092  0.467
O 2.996 1.318 0.432  -0.943

The net charge is 0. The value obtained for the highest occupied orbital energy is -7.564 eV. As for the structure (SMILES): C=C(N)CC.O.O.O. The HOMO-LUMO gap is 0.2965 Ha. The lowest unoccupied orbital energy is 0.50 eV. As for the energy above the lowest of the compared OMol25 structures with the same formula, charge and spin: 262.6 kJ/mol. The value obtained for the max |F| is 4.6 eV/A.



Molecular formula: C4H15O4
Method: DFT, wB97M-V/def2-TZVPD

Last column: natural (NBO) charge in e.
Cartesian coordinates (Å):
C 0.345 0.101 0.798  -0.206
O -0.675 0.080 -0.114  -0.988
H 0.043 0.658 1.719  0.097
H 0.625 -0.932 1.107  0.093
H 1.280 0.621 0.461  0.072
C 0.319 -4.244 0.267  -0.245
O -0.264 -3.913 -0.968  -0.697
H 1.268 -4.779 0.123  0.141
H 0.563 -3.368 0.866  0.201
H -0.329 -4.863 0.902  0.144
H -0.243 -4.690 -1.531  0.451
C 1.942 1.939 -2.240  -0.247
O 0.646 2.393 -1.880  -0.747
H 2.608 1.802 -1.380  0.154
H 1.817 0.956 -2.707  0.164
H 2.419 2.664 -2.899  0.153
H 0.419 1.852 -1.104  0.507
C -2.082 2.597 1.604  -0.237
O -2.786 1.455 1.192  -0.786
H -1.368 2.902 0.834  0.171
H -2.774 3.429 1.779  0.140
H -1.577 2.410 2.562  0.139
H -2.196 0.927 0.608  0.525

The net charge is -1. The value obtained for the highest occupied orbital energy is -3.011 eV. The HOMO-LUMO gap is 0.2304 Ha. The lowest unoccupied orbital energy is 3.26 eV. As for the energy above the lowest of the compared OMol25 structures with the same formula, charge and spin: 296.9 kJ/mol. The value obtained for the max |F| is 1.0 eV/A.



Molecular formula: C4H16AsBBaF4N5O9P2
Method: DFT, wB97M-V/def2-TZVPD

Last column: natural (NBO) charge in e.
Cartesian coordinates (Å):
Ba 0.013 -1.105 -0.781  1.842
N 1.591 0.442 2.876  -0.632
N 2.900 0.455 2.389  -0.408
C 3.224 0.564 1.087  0.631
N 4.491 0.216 0.774  -0.802
N 2.256 1.005 0.292  -0.500
N 2.568 1.185 -1.021  0.632
O 3.689 1.509 -1.384  -0.427
O 1.626 1.062 -1.797  -0.455
H 1.119 -0.378 2.504  0.371
H 1.116 1.271 2.540  0.366
H 3.587 0.073 3.015  0.391
H 4.788 -0.664 1.175  0.421
H 4.742 0.334 -0.196  0.428
O -2.977 -0.894 -0.276  -1.085
P -3.117 -1.438 -1.820  2.536
O -4.423 -1.095 -2.388  -1.122
O -1.835 -0.981 -2.488  -1.267
O -2.994 -3.056 -1.586  -1.107
P -1.898 -3.856 -0.709  2.531
O -0.593 -3.719 -1.723  -1.055
O -2.269 -5.261 -0.518  -1.118
O -1.533 -2.950 0.456  -1.258
H -2.736 -1.644 0.313  0.528
H 0.055 -4.396 -1.483  0.512
C -0.629 3.679 0.217  -0.958
As -1.538 1.947 0.063  0.843
C -2.498 2.288 -1.601  -0.947
C -3.017 2.283 1.296  -0.950
H -1.325 4.507 0.082  0.210
H 0.151 3.737 -0.543  0.229
H -0.154 3.764 1.195  0.215
H -2.988 3.262 -1.554  0.203
H -3.241 1.506 -1.755  0.262
H -1.804 2.262 -2.440  0.234
H -3.507 3.226 1.050  0.209
H -2.655 2.318 2.323  0.217
H -3.728 1.464 1.199  0.251
F 4.027 -2.731 0.736  -0.562
B 2.727 -2.625 0.254  1.339
F 2.151 -3.833 -0.075  -0.547
F 1.904 -1.952 1.211  -0.599
F 2.733 -1.780 -0.910  -0.600

The net charge is -1. The value obtained for the highest occupied orbital energy is -6.713 eV. The HOMO-LUMO gap is 0.3133 Ha. The lowest unoccupied orbital energy is 1.81 eV. As for the energy above the lowest of the compared OMol25 structures with the same formula, charge and spin: 83.9 kJ/mol. The value obtained for the max |F| is 0.3 eV/A.



Molecular formula: C4H16Br2O4V
Method: DFT, wB97M-V/def2-TZVPD

Last column: Mulliken spin population.
Cartesian coordinates (Å):
V -16.606 6.124 0.937  2.988
Br -14.180 5.868 -0.389  0.002
Br -18.972 6.017 2.272  0.002
C -18.622 7.776 -0.847  0.004
O -17.511 6.882 -1.024  0.001
H -18.402 8.761 -1.259  0.000
H -19.568 7.463 -1.288  0.001
H -18.885 7.954 0.196  -0.001
H -17.373 6.867 -1.973  0.001
C -16.398 3.137 -0.581  0.007
O -16.915 3.931 0.544  -0.004
H -16.981 2.222 -0.676  0.002
H -16.396 3.778 -1.463  -0.003
H -15.468 2.635 -0.312  0.000
H -16.850 3.347 1.303  0.002
C -16.010 9.402 0.780  0.010
O -16.427 8.227 1.477  -0.014
H -15.518 9.183 -0.168  -0.005
H -16.917 9.993 0.663  0.001
H -15.395 9.975 1.475  0.002
H -16.781 8.504 2.325  0.002
C -15.710 6.321 4.201  0.004
O -15.554 5.778 2.869  -0.002
H -14.922 7.041 4.423  0.001
H -16.698 6.771 4.304  0.000
H -15.686 5.530 4.950  0.001
H -14.742 5.276 2.968  0.000

The net charge is 0. The value obtained for the highest occupied orbital energy (spin up / spin down) is -7.755 / -8.508 eV. As for the spin multiplicity: 4. The HOMO-LUMO gap (spin up / spin down) is 0.2975 / 0.3251 Ha. The lowest unoccupied orbital energy (spin up / spin down) is 0.34 / 0.34 eV. As for the energy above the lowest of the compared OMol25 structures with the same formula, charge and spin: 0.0 kJ/mol. The value obtained for the max |F| is 1.4 eV/A.



Molecular formula: C4H16BrN4O5Pt
Method: DFT, wB97M-V/def2-TZVPD

Last column: Mulliken spin population.
Cartesian coordinates (Å):
Pt -1.496 1.794 3.155  1.385
Br 0.128 0.147 1.537  0.491
C 3.248 1.938 -0.655  0.001
O 4.213 2.401 -1.254  0.003
N 2.731 2.270 0.563  0.002
N 2.496 1.014 -1.190  0.000
H 3.072 3.042 1.118  -0.001
H 1.996 1.685 0.935  0.005
H 2.855 0.711 -2.084  0.000
H 1.836 0.459 -0.663  0.000
C -2.788 2.136 -0.069  -0.005
O -2.450 2.184 1.063  0.060
N -2.366 1.160 -0.795  0.007
N -3.621 2.902 -0.666  0.007
H -2.620 1.052 -1.767  0.000
H -1.683 0.566 -0.348  -0.002
H -4.108 3.490 -0.005  0.000
H -4.237 2.382 -1.275  0.001
C -0.337 -4.584 -1.498  0.000
C -0.265 -3.103 -1.036  0.000
O 1.065 -2.608 -0.865  0.008
O 0.061 -5.364 -0.371  0.000
H 0.281 -4.532 -2.394  0.000
H -1.346 -4.852 -1.811  0.000
H -0.660 -2.889 -0.043  -0.001
H -0.837 -2.435 -1.679  -0.001
H 1.132 -1.970 -0.150  0.007
H 0.947 -5.028 -0.217  0.000
O 0.533 1.945 4.177  0.030
H 0.989 2.785 4.234  0.001
H 1.230 1.301 4.051  0.001

The net charge is +1. The value obtained for the highest occupied orbital energy (spin up / spin down) is -12.025 / -12.019 eV. As for the spin multiplicity: 3. The HOMO-LUMO gap (spin up / spin down) is 0.2127 / 0.1510 Ha. The lowest unoccupied orbital energy (spin up / spin down) is -6.24 / -7.91 eV. The value obtained for the max |F| is 8.3 eV/A.



Molecular formula: C4H16FHfN8O4
Method: DFT, wB97M-V/def2-TZVPD

Last column: natural (NBO) charge in e.
Cartesian coordinates (Å):
Hf -2.709 1.499 1.134  2.006
F -0.790 0.718 0.077  -0.794
C 2.680 -0.367 1.978  0.728
O 2.119 -0.128 3.076  -0.422
N 2.060 0.013 0.826  -0.772
N 3.950 -0.746 1.958  -0.710
H 2.257 -0.577 0.030  0.402
H 1.147 0.435 0.945  0.422
H 4.330 -0.952 2.873  0.459
H 4.397 -0.756 1.055  0.426
C 0.778 3.157 -3.055  0.718
O 0.669 4.115 -3.799  -0.348
N 1.660 2.126 -3.240  -0.699
N 0.059 3.033 -1.929  -0.807
H 2.348 2.263 -3.972  0.461
H 1.645 1.361 -2.590  0.398
H 0.355 2.421 -1.185  0.398
H -0.732 3.650 -1.809  0.428
C -2.293 -1.379 3.134  0.813
O -2.162 -0.479 2.276  -0.858
N -1.879 -1.287 4.411  -0.754
N -3.033 -2.519 2.975  -0.762
H -1.471 -0.381 4.597  0.418
H -1.862 -2.015 5.102  0.450
H -3.182 -2.683 1.991  0.424
H -3.190 -3.082 3.788  0.446
C -0.901 -1.225 -3.056  0.724
O -1.000 -1.796 -4.120  -0.349
N -1.249 -1.782 -1.866  -0.803
N -0.677 0.123 -2.906  -0.718
H -1.195 -1.183 -1.052  0.396
H -1.211 -2.795 -1.892  0.442
H -0.399 0.631 -3.738  0.434
H -0.519 0.585 -2.019  0.404

The net charge is +3. The value obtained for the highest occupied orbital energy is -18.419 eV. The HOMO-LUMO gap is 0.0796 Ha. The lowest unoccupied orbital energy is -16.25 eV. As for the energy above the lowest of the compared OMol25 structures with the same formula, charge and spin: 773.5 kJ/mol. The value obtained for the max |F| is 6.4 eV/A.



Molecular formula: C4H16FO4Pd
Method: DFT, wB97M-V/def2-TZVPD

Last column: Mulliken spin population.
Cartesian coordinates (Å):
Pd 5.057 19.388 3.911  0.973
F 4.221 20.016 5.711  0.018
C 6.190 17.779 8.237  -0.001
O 7.389 17.932 7.499  0.079
H 5.397 18.322 7.723  0.012
H 5.940 16.710 8.224  0.017
H 6.243 18.119 9.275  0.003
H 8.140 17.562 7.974  -0.002
C 2.528 19.032 8.642  -0.001
O 2.105 19.125 7.286  0.001
H 1.612 18.834 9.201  0.000
H 3.188 18.185 8.860  0.000
H 2.963 19.985 8.956  0.001
H 2.878 19.328 6.724  0.002
C 6.764 21.193 7.680  0.053
O 5.445 20.917 7.999  0.624
H 6.855 21.796 6.765  0.054
H 7.249 21.706 8.506  0.004
H 7.300 20.240 7.466  0.102
H 4.968 20.601 7.191  -0.009
C 2.078 22.565 4.824  0.000
O 3.190 22.562 5.708  0.057
H 2.422 22.455 3.791  0.008
H 1.300 21.831 5.038  0.002
H 1.637 23.555 4.934  0.000
H 3.474 21.640 5.838  0.004

The net charge is +1. The value obtained for the highest occupied orbital energy (spin up / spin down) is -12.815 / -12.715 eV. As for the spin multiplicity: 3. The HOMO-LUMO gap (spin up / spin down) is 0.2831 / 0.1279 Ha. The lowest unoccupied orbital energy (spin up / spin down) is -5.11 / -9.24 eV. As for the energy above the lowest of the compared OMol25 structures with the same formula, charge and spin: 133.8 kJ/mol. The value obtained for the max |F| is 1.0 eV/A.